Entry from OMol25: a 2-piece molecular cluster, C5H7IN2O6 overall in a non-equilibrium geometry (ωB97M-V/def2-TZVPD).

The SMILES is COC(=O)CC=C([N+](=O)[O-])[N+](=O)[O-].I. For the HOMO energy, the calculation gives -0.360 Ha. The calculation puts the HOMO-LUMO gap at 8.70 eV. The maximum force comes out at 5.42 eV/Å.

Geometry as XYZ:
```
21
Properties=species:S:1:pos:R:3:forces:R:3
C 1.448948 1.504308 -1.430031 -0.2 -0.2 -2.6
O 0.961199 0.449528 -0.599330 2.9 0.1 -1.1
C -0.115157 0.667829 0.050952 -2.5 -2.3 1.8
O -0.862116 1.607786 0.018012 0.6 -0.1 -0.2
C -0.445704 -0.743871 0.874878 0.6 5.0 1.9
C -1.901417 -0.801395 0.987329 -1.3 -2.4 -1.5
C -2.817775 -0.034585 1.558615 1.0 0.3 -0.9
N -4.242169 -0.338512 1.428431 -0.9 -1.2 -1.5
O -4.619210 -1.080377 0.497420 1.0 1.2 1.4
O -4.961504 0.108404 2.279706 -0.1 0.3 0.3
N -2.460433 1.321459 2.004337 1.5 -2.0 1.7
O -1.388234 1.352015 2.658322 -2.3 0.8 -1.0
O -3.188609 2.185783 1.636115 0.2 1.1 0.3
H 0.730489 2.277189 -1.435981 -0.4 1.1 0.3
H 1.513228 1.201219 -2.495087 -0.6 -0.7 0.6
H 2.454007 1.863879 -1.348575 0.6 -0.1 1.6
H 0.073462 -0.592604 1.869898 -0.8 0.0 -0.9
H 0.071148 -1.499222 0.405911 0.5 -1.9 -1.3
H -2.346488 -1.611490 0.329950 0.2 0.8 1.2
I -1.253237 4.874049 -1.518076 0.0 0.3 -0.2
H -1.193195 3.480022 -0.740349 0.0 -0.2 0.1
```
Positions in Å, forces in eV/Å.